Entry 1:
ORCA calculation (ωB97M-V/def2-TZVPD) on 2 unconnected molecules or ions with the total composition C5H7N3 in a non-equilibrium geometry.

**HOMO energy**: -9.596 eV
**Energy relative to the best compared isomer or geometry (same formula, charge and spin)**: 42.1 kcal/mol
**SMILES string**: N#Cc1ncc[nH]1.C
**Net charge**: 0
**2S+1**: 1
**Calculated total energy**: -9767.5617 eV
**Lowest unoccupied orbital energy**: 0.547 eV

XYZ file:
```
15
Properties=species:S:1:pos:R:3:forces:R:3
C -3.115394 0.267909 0.013359 -0.3 0.3 -0.2
C -2.344414 1.110398 0.752188 0.2 -2.5 -1.3
C -1.327342 -0.821251 0.343600 -2.5 1.7 -0.3
C -0.230220 -1.639101 0.349183 2.6 -2.3 0.0
C 3.418536 0.082641 -0.898430 -0.3 0.4 -2.6
N -2.510085 -0.926302 -0.224680 0.0 -0.4 -0.5
N 0.775484 -2.205685 0.398985 -0.7 0.3 0.0
N -1.185795 0.395816 0.897632 -1.2 1.3 0.2
H -4.028534 0.622927 -0.416937 -0.6 -0.6 -0.2
H -2.618153 2.089666 0.952355 0.4 1.6 0.9
H 2.356272 0.247263 -1.083722 0.1 -0.2 -0.5
H 3.727539 -0.917492 -1.128261 -0.2 -0.7 0.6
H 4.049967 0.670697 -1.578082 -0.5 0.3 0.1
H 3.555538 0.434423 0.057350 0.8 0.3 2.4
H -0.523392 0.588090 1.565467 2.1 0.6 1.5
```
Forces are in eV/Å.

=====

Entry 2:
ORCA calculation (ωB97M-V/def2-TZVPD) on a molecular structure, C23H28ClN5O9ReS in a non-equilibrium geometry.

**HOMO energy (spin up / spin down)**: -14.931 / -15.041 eV
**Energy relative to the best compared isomer or geometry (same formula, charge and spin)**: 0.0 kcal/mol
**Net charge**: +2
**2S+1**: 4
**Calculated total energy**: -75653.6233 eV
**⟨S²⟩**: 3.767
**Lowest unoccupied orbital energy (spin up / spin down)**: -7.893 / -8.801 eV

XYZ file:
```
68
Properties=species:S:1:pos:R:3:forces:R:3
Re -0.754302 0.485906 1.048307 1.1 1.9 0.5
Cl -3.187274 -4.159521 6.170970 0.4 0.7 -0.8
C -2.451471 -2.989963 5.102073 0.1 0.0 0.4
C -1.769556 -1.881156 5.658244 -0.6 -0.8 1.6
C -1.119673 -0.910947 4.978307 0.3 0.8 -0.6
C -1.168886 -0.968085 3.606365 0.3 -0.4 -0.3
O -0.493109 -0.065511 2.912232 -0.1 0.3 -0.9
C -1.859798 -2.060029 3.000728 0.7 1.1 -1.8
C -1.912431 -2.125426 1.602406 -0.7 -1.0 1.3
O -1.457003 -1.236803 0.806179 -0.5 -1.4 -1.0
C -2.466308 -3.070238 3.746117 -0.7 -0.8 0.7
H -1.770496 -1.800589 6.728420 0.0 -0.1 0.4
H -0.598818 -0.069623 5.418674 -0.1 -0.2 0.3
H -2.403257 -3.015288 1.162846 0.4 0.6 -0.2
H -2.987172 -3.858486 3.235945 -0.1 -0.3 -0.1
C -4.482306 1.986908 -1.497020 0.3 -0.1 0.2
C -4.720743 2.772215 -0.209535 0.3 0.1 0.3
C -3.417572 3.406260 0.367904 0.8 -0.7 0.2
C -3.705254 4.159400 1.696358 -0.1 0.2 -0.7
C -2.459196 4.740227 2.356322 0.0 -0.3 0.2
C -2.853968 4.399935 -0.651364 0.1 0.3 -0.7
O -3.441631 5.403616 -0.928730 0.0 -0.1 0.2
N -1.648045 4.109748 -1.344556 -0.3 -0.3 0.5
C -0.826838 3.049408 -1.118437 0.0 -0.5 0.6
O 0.173831 2.776618 -1.713492 -0.1 0.1 -0.1
N -1.237235 2.200621 -0.007154 0.0 -0.1 -0.1
C -2.422322 2.310610 0.625096 -0.1 0.6 -0.6
O -2.591131 1.352183 1.459345 -0.1 -0.1 0.1
H -5.413037 1.573062 -1.866103 -0.1 -0.1 -0.1
H -3.793558 1.144871 -1.324613 -0.2 0.1 0.0
H -4.040381 2.590762 -2.296502 -0.2 0.1 0.1
H -5.153508 2.141232 0.588301 0.1 0.3 -0.4
H -5.364302 3.638408 -0.364602 -0.2 -0.2 -0.1
H -4.286990 3.489374 2.322818 0.1 0.0 0.3
H -4.374598 4.966485 1.377239 0.1 -0.1 0.2
H -1.724666 3.962737 2.634389 -0.2 0.2 -0.1
H -2.736754 5.263625 3.272959 0.1 0.0 -0.1
H -1.974602 5.466235 1.699660 0.0 0.0 0.0
H -1.344617 4.766463 -2.059640 -0.2 0.0 0.1
C 4.622865 -5.201087 -4.951444 0.1 -0.2 0.2
C 4.060318 -3.818357 -4.632100 0.0 -0.3 -0.2
S 4.380520 -3.436218 -2.921624 -0.1 -0.2 0.2
O 3.536695 -4.273352 -2.065369 0.8 0.6 -0.6
O 5.816492 -3.347747 -2.729582 -1.1 -0.2 0.1
C 3.748907 -1.761738 -2.680136 0.2 0.0 -0.3
C 4.026609 -1.442944 -1.224879 -0.3 0.2 0.6
N 3.031969 -0.502675 -0.640951 0.5 0.0 -0.3
C 1.933246 -0.873587 0.016769 0.5 0.1 -0.2
N 1.235153 0.214793 0.376414 -0.7 0.6 0.3
C 1.963240 1.327325 -0.020324 0.6 0.1 -0.3
C 3.074887 0.878956 -0.657298 -0.9 0.2 0.5
N 4.057286 1.704983 -1.327650 0.2 -0.6 -0.5
O 4.767107 1.136679 -2.139369 -0.1 0.2 0.2
O 4.052124 2.876007 -1.062715 -0.1 0.2 0.2
C 1.640627 -2.279004 0.325760 -0.3 -0.1 0.1
H 4.515863 -5.400724 -6.015301 -0.1 0.0 0.0
H 4.125849 -5.993277 -4.384243 0.0 0.2 -0.1
H 5.683900 -5.234468 -4.722240 0.1 0.0 0.0
H 2.988482 -3.773730 -4.826099 0.0 0.1 0.2
H 4.561859 -3.072838 -5.244504 0.1 0.2 0.1
H 2.691947 -1.705088 -2.947281 0.0 -0.2 0.1
H 4.313021 -1.096778 -3.324551 0.0 0.1 -0.1
H 4.996926 -0.987251 -1.102515 0.2 0.0 0.0
H 3.981963 -2.343632 -0.614615 0.0 0.0 0.0
H 1.677842 2.361370 0.137472 0.0 -0.4 0.0
H 2.492597 -2.733629 0.837237 -0.2 0.0 0.1
H 1.510010 -2.814578 -0.609521 -0.2 -0.4 -0.1
H 0.750668 -2.352670 0.954209 0.3 -0.1 -0.2
```
Forces are in eV/Å.

=====

Entry 3:
ORCA calculation (ωB97M-V/def2-TZVPD) on a molecular structure, C4H6N2O.

**HOMO energy**: -9.180 eV
**Energy relative to the best compared isomer or geometry (same formula, charge and spin)**: 62.8 kcal/mol
**Net charge**: 0
**2S+1**: 1
**Calculated total energy**: -9270.7789 eV
**Lowest unoccupied orbital energy**: 0.710 eV

XYZ file:
```
13
Properties=species:S:1:pos:R:3:forces:R:3
N 1.724160 -1.123944 -1.194703 0.0 0.4 0.1
C 1.241050 -0.053070 -0.775054 0.1 -0.6 -0.2
O 1.880379 1.178221 -0.449287 0.1 0.1 -0.1
C 0.584200 1.611096 -0.100171 -0.2 0.1 0.0
C -0.088180 0.496829 -0.402351 0.1 0.1 0.1
C -1.422108 -0.135027 -0.205690 -0.1 0.1 -0.1
N -1.416845 -1.078448 0.913592 0.1 -0.1 0.1
H 2.735246 -1.051188 -1.317379 -0.1 0.0 0.0
H -1.013115 -0.608802 1.721325 -0.1 -0.1 0.0
H 0.423772 2.608009 0.290650 0.0 -0.2 -0.1
H -1.724715 -0.677136 -1.108234 0.1 0.1 0.1
H -2.182952 0.632033 -0.023997 0.1 -0.1 0.0
H -0.781733 -1.842453 0.693330 -0.1 0.0 0.1
```
Forces are in eV/Å.

=====

Entry 4:
ORCA calculation (ωB97M-V/def2-TZVPD) on a molecular structure, C3H4N4O in a non-equilibrium geometry.

**HOMO energy**: -9.934 eV
**Energy relative to the best compared isomer or geometry (same formula, charge and spin)**: 178.3 kcal/mol
**Net charge**: 0
**2S+1**: 1
**Calculated total energy**: -11176.2356 eV
**Lowest unoccupied orbital energy**: -0.164 eV

XYZ file:
```
12
Properties=species:S:1:pos:R:3:forces:R:3
C 0.024533 -1.368489 -1.611245 2.8 -0.3 -1.7
C 1.016971 -0.244083 -2.092627 0.0 0.0 -3.0
C -0.276363 0.164878 0.044278 3.5 0.3 -1.8
H 0.465369 -1.903216 -0.784059 -0.1 -0.7 -0.3
H -0.459994 -1.898853 -2.398686 -1.0 0.0 -0.1
H 2.147848 -0.399277 -1.802447 -2.6 1.0 -0.3
H 0.632760 0.312433 -3.213625 2.2 -2.1 3.2
N -0.136239 -0.016168 -1.295778 -2.1 0.4 0.4
N 0.555058 -0.510294 0.990028 -3.4 0.0 1.9
N 0.132301 -0.095971 2.171439 1.3 1.8 -6.5
N -0.910913 1.210356 0.518177 1.2 -2.9 -4.0
O -0.607283 1.057454 1.683665 -1.9 2.6 12.2
```
Forces are in eV/Å.